14
Properties=species:S:1:pos:R:3 method="wB97M-V/def2-TZVPD" charge=0 gap_ev=9.52 total_energy_ev=-7358.874 homo_ha=-0.322 e_lumo_ev=0.77 e_above_lowest_kcal_mol=78.0
H 0.85 -2.22 0.61
C 0.93 -0.09 0.56
C -1.13 1.05 0.25
H -1.16 1.13 1.33
H 0.99 0.09 1.63
H -2.39 -0.64 0.10
C 0.40 -1.38 0.06
O -0.28 -1.57 -0.91
H 2.71 0.92 0.06
H 1.74 0.18 -1.35
C -1.85 0.15 -0.41
H -0.60 1.84 -0.27
H -1.94 0.16 -1.49
C 1.84 0.39 -0.29



22
Properties=species:S:1:pos:R:3 method="wB97M-V/def2-TZVPD" charge=+1 gap_ev=8.84 total_energy_ev=-9978.686 homo_ha=-0.484 e_lumo_ev=-4.32 e_above_lowest_kcal_mol=36.0
H -2.40 2.52 -1.10
H -0.62 2.38 -2.82
C -1.61 1.77 -1.04
H 2.23 -3.18 -0.71
H 1.72 -1.74 2.30
H 2.63 -1.43 0.81
C 0.73 -2.33 0.49
H -0.31 -2.34 0.77
C -1.48 0.53 1.07
H 1.82 0.51 1.46
H 0.41 1.46 -1.74
H -1.97 0.82 -1.41
O 1.09 -0.08 1.23
H -1.21 0.52 2.11
H 0.53 -3.86 -0.95
C 1.64 -1.42 1.26
C 1.18 -3.16 -0.44
H -0.87 2.38 0.87
H 0.04 3.15 -1.37
H -1.89 -0.34 0.59
N -1.31 1.60 0.40
C -0.36 2.23 -1.78



43
Properties=species:S:1:pos:R:3 method="wB97M-V/def2-TZVPD" charge=+1 gap_ev=9.36 total_energy_ev=-305554.050 homo_ha=-0.443 e_lumo_ev=-2.70
H -0.15 5.61 0.09
H -1.46 7.61 1.07
C 1.97 -1.63 1.26
Br -2.06 4.75 1.42
F -0.77 2.55 -1.83
H 1.26 -2.39 1.59
H -1.69 0.06 2.41
H -0.25 -0.89 2.63
N -0.27 0.38 0.92
H -2.05 1.01 -0.07
C -0.19 1.84 -0.83
H 4.68 -1.82 -0.46
O 4.35 -1.46 0.37
Br 0.83 -2.52 -2.61
H 1.97 -1.14 -0.82
H -0.93 7.79 -0.62
C -1.22 5.76 -0.02
C 0.12 -4.33 -2.64
H -1.57 5.31 -0.95
C 0.53 -0.09 -0.06
H -1.44 -3.79 -1.26
F -2.13 -1.33 -0.04
C -1.12 1.44 0.31
H -2.24 -2.27 1.75
B 3.44 -2.22 1.05
H -0.43 0.04 -1.80
H 0.98 -5.00 -2.68
H 2.03 -0.87 2.04
N 0.32 0.54 -1.30
H 3.13 -4.06 1.73
Br 0.31 -4.80 0.18
H -0.69 -2.39 0.87
Br -3.39 7.57 -0.49
C -1.51 -1.73 1.14
N 1.49 -0.96 0.05
C -0.75 -4.61 -1.44
C -0.94 -0.52 1.87
H -0.45 -4.41 -3.55
O 3.81 -3.39 1.61
C -1.56 7.23 0.06
H -1.30 2.26 1.01
H 0.66 2.39 -0.41
H -1.30 -5.54 -1.55



11
Properties=species:S:1:pos:R:3 method="wB97M-V/def2-TZVPD" charge=0 gap_ev=8.70 total_energy_ev=-28834.324 homo_ha=-0.330 e_lumo_ev=-0.28 e_above_lowest_kcal_mol=63.6
H 0.31 1.10 -2.22
S -0.71 1.89 -1.34
H -1.46 -2.87 -1.18
H 1.26 0.52 1.98
H 2.16 -0.86 0.94
C -0.61 1.21 0.36
O -0.74 1.81 1.37
C 0.14 -0.12 0.36
S -1.72 -1.50 -1.08
N -0.06 -1.25 -0.24
N 1.42 0.07 1.07



18
Properties=species:S:1:pos:R:3 method="wB97M-V/def2-TZVPD" charge=0 gap_ev=11.40 total_energy_ev=-6415.546 homo_ha=-0.371 e_lumo_ev=1.31 e_above_lowest_kcal_mol=32.2
H -1.86 -1.03 -0.49
C -1.40 -0.87 0.50
H -2.68 0.85 0.99
H -1.86 -1.61 1.17
H -1.11 1.25 0.31
H 0.88 1.39 -2.08
C 0.10 -1.12 0.37
H -1.18 0.71 1.96
C 2.04 0.43 -0.54
H 0.33 1.86 -0.41
H 0.71 -0.89 -1.70
C -1.63 0.56 0.97
H 2.34 0.53 0.51
H 2.85 0.34 -1.24
C 0.81 1.12 -1.03
H 0.60 -0.96 1.33
C 0.76 -0.35 -0.77
H 0.29 -2.18 0.14



19
Properties=species:S:1:pos:R:3 method="wB97M-V/def2-TZVPD" charge=0 gap_ev=9.33 total_energy_ev=-8356.958 homo_ha=-0.303 e_lumo_ev=1.09 e_above_lowest_kcal_mol=73.3
C -0.90 0.23 1.42
H -0.41 -2.38 0.17
H -1.71 0.81 1.83
N 1.34 0.52 0.27
H 3.10 0.76 1.30
H -1.72 1.81 -0.69
C -0.66 1.88 -0.40
C -0.34 -2.38 -0.92
H 1.54 1.43 2.14
C 2.01 0.93 1.27
N -0.40 -1.02 -1.45
H -0.57 2.77 0.23
H -0.38 -1.04 -2.47
H 0.61 -2.85 -1.17
C -0.21 0.65 0.34
H -1.18 -2.98 -1.26
H -0.04 2.05 -1.29
H -0.58 -0.64 1.98
H 0.52 -0.57 -1.32



42
Properties=species:S:1:pos:R:3 method="wB97M-V/def2-TZVPD" charge=0 gap_ev=3.50 total_energy_ev=-47018.122 homo_ha=-0.228 e_lumo_ev=-2.70 e_above_lowest_kcal_mol=0.0
C -2.25 -0.54 -0.54
C -0.89 -0.27 -0.43
O 2.43 -2.10 -1.30
F 2.70 1.26 1.24
N -0.49 -2.58 -0.37
H -0.64 5.68 -0.12
H 2.60 -1.66 -2.15
O -4.29 0.44 -1.41
H -4.03 -0.01 -2.23
O 2.58 4.67 0.09
H 3.88 3.21 0.40
C 0.12 5.00 0.27
O -3.12 1.53 0.15
C 0.01 -1.32 -0.35
H -1.00 -4.25 2.17
C 1.41 5.16 -0.52
H -2.08 -4.77 -1.46
H 0.19 -3.34 -0.35
H 1.64 -2.94 1.23
C -2.70 -1.87 -0.57
C 2.11 -1.95 1.28
C -1.30 -5.16 0.48
H 0.29 5.23 1.32
C 2.85 3.24 -0.04
H -3.21 -4.46 -0.14
C -3.24 0.60 -0.58
O -0.49 -5.95 0.10
C -2.18 -4.35 -0.46
H -0.28 3.99 0.21
F 0.80 2.04 0.61
H -3.76 -2.08 -0.65
C 2.05 2.43 1.02
H 1.31 4.74 -1.53
H 3.18 -2.10 1.42
O 2.68 2.71 -1.21
H -0.50 0.75 -0.39
P 1.85 -0.98 -0.24
O -1.57 -4.94 1.81
H 1.66 -1.41 2.11
C -1.80 -2.90 -0.46
H 1.60 6.23 -0.65
F 1.87 2.99 2.23



56
Properties=species:S:1:pos:R:3 method="wB97M-V/def2-TZVPD" charge=0 gap_ev=8.39 total_energy_ev=-62300.134 homo_ha=-0.327 e_lumo_ev=-0.50 e_above_lowest_kcal_mol=45.0
H -4.24 -1.32 2.17
S -4.18 -1.95 -0.61
C -3.20 -1.56 2.36
C -4.41 -0.20 -0.24
C -2.02 -4.41 -0.99
H -1.79 -2.41 -1.76
H -1.31 -4.83 -1.69
H 8.96 0.37 0.88
C 7.96 0.06 0.62
H -2.41 0.25 -0.78
H -3.11 -1.87 3.40
N -2.68 -2.24 0.07
H -6.45 -0.43 0.33
C 3.24 -0.33 -0.55
O -2.40 4.09 -0.66
H -6.74 2.01 0.79
O -1.19 2.21 -0.27
N 4.17 -1.23 -0.42
C 6.97 0.99 0.46
C -3.35 0.65 -0.43
H -1.74 -3.01 1.74
C -5.64 0.27 0.19
H -1.95 -4.94 -0.05
H 3.81 3.63 -0.85
C 3.48 1.05 -0.33
C -5.80 1.62 0.44
O -5.22 -2.69 0.05
C -3.49 2.02 -0.18
H -3.03 -4.52 -1.38
C 0.10 2.70 -0.45
H 7.15 2.04 0.60
C 2.76 3.38 -0.74
H 2.27 -0.69 -0.87
C 0.44 4.01 -0.74
H 0.77 0.72 -0.06
C -4.73 2.49 0.26
H 8.50 -2.02 0.57
H -2.60 -0.67 2.20
C 2.42 2.06 -0.46
H -0.32 4.77 -0.85
O -4.07 -2.05 -2.04
C 5.67 0.57 0.12
C 7.70 -1.31 0.44
H -0.73 -2.77 -0.38
H -3.44 -3.53 1.55
C 5.41 -0.82 -0.06
C -2.32 2.92 -0.40
C -2.75 -2.69 1.45
H 2.05 5.36 -1.10
C -1.73 -2.92 -0.80
C 6.45 -1.75 0.11
Cl -4.96 4.15 0.62
H 6.22 -2.79 -0.04
C 1.08 1.73 -0.31
C 1.78 4.34 -0.88
N 4.68 1.48 -0.01



43
Properties=species:S:1:pos:R:3 method="wB97M-V/def2-TZVPD" charge=-1 gap_ev=4.60 total_energy_ev=-29679.191 homo_ha=-0.107 e_lumo_ev=1.67
O 3.05 -3.66 1.89
H 3.49 0.54 2.15
H 0.45 -2.84 -1.74
C 1.44 1.90 -0.44
C -2.74 -2.00 -2.37
C 1.59 1.51 2.08
C -1.43 -2.36 -2.60
N 1.88 -3.30 2.02
C 2.95 1.62 -0.50
H -4.27 2.04 -1.62
C 0.82 1.63 0.89
C -1.00 -2.36 -0.23
O 1.32 -3.19 3.12
H -4.22 -1.56 -0.90
C 3.10 1.56 2.02
H -2.68 -1.87 0.99
H 3.10 0.53 -0.55
H 3.52 3.27 0.76
H 1.62 -3.18 -0.11
C -0.13 -2.60 0.91
H -1.08 -2.52 -3.61
H -2.88 3.04 -2.04
H -2.88 2.65 0.45
H 4.74 2.02 0.65
H 3.45 2.12 2.90
H -3.41 -1.88 -3.20
C 3.66 2.18 0.73
O 1.09 1.38 3.19
H -0.54 -2.45 1.90
C 1.13 -3.01 0.83
O -1.31 1.26 1.86
H 3.37 2.02 -1.43
C -2.33 -2.00 -0.02
C -0.63 1.57 0.89
H -2.82 1.31 -2.32
C -3.18 2.07 -1.63
H 0.91 1.31 -1.20
O -1.18 1.89 -0.33
C -2.58 1.87 -0.26
C -3.19 -1.82 -1.08
H -2.86 0.90 0.18
H 1.24 2.95 -0.71
C -0.57 -2.54 -1.54



12
Properties=species:S:1:pos:R:3 method="wB97M-V/def2-TZVPD" charge=-1 gap_ev=6.92 total_energy_ev=-5740.768 homo_ha=-0.096 e_lumo_ev=4.30 e_above_lowest_kcal_mol=9.4
H 1.12 -0.14 -0.90
H -1.89 1.02 1.10
C -1.01 0.40 1.27
H -1.01 -0.21 2.17
H -1.02 0.14 -0.85
O 1.90 0.89 -2.19
C -0.65 -0.41 0.03
H 2.52 0.86 -1.46
H 0.82 -1.67 -0.45
N 0.75 -0.72 -0.12
H -0.23 1.13 1.43
H -1.31 -1.29 -0.02



26
Properties=species:S:1:pos:R:3 method="wB97M-V/def2-TZVPD" charge=-2 gap_ev=6.22 total_energy_ev=-55202.047 homo_ha=-0.082 e_lumo_ev=3.99 e_above_lowest_kcal_mol=0.0
H 1.52 2.18 1.77
O 1.23 0.35 -2.43
Ca 0.24 0.19 -0.11
N -3.18 0.84 0.91
O -3.51 2.04 1.10
O 4.61 -0.41 0.98
O -1.95 0.56 0.91
O 2.63 0.10 0.27
H 1.06 -0.11 -3.26
H 0.10 2.65 1.37
H -0.79 2.09 -2.26
O -1.10 -2.56 -3.31
O 0.26 -3.14 -1.74
H 2.00 0.91 -2.60
O 3.23 0.65 2.27
N -0.58 -2.36 -2.19
O 0.72 1.90 1.32
O -0.87 -1.55 3.30
H -1.77 2.38 -1.11
O -0.92 -1.34 -1.54
N 3.49 0.07 1.19
O -0.96 -3.37 2.14
O 0.18 -1.69 1.41
O -1.02 1.83 -1.37
O -4.02 -0.02 0.70
N -0.58 -2.20 2.28



7
Properties=species:S:1:pos:R:3 method="wB97M-V/def2-TZVPD" charge=0 gap_ev=7.05 total_energy_ev=-19336.291 homo_ha=-0.287 e_lumo_ev=-0.74 e_above_lowest_kcal_mol=133.9
I -1.86 -1.59 0.04
C -0.54 0.06 0.25
C 1.57 -0.25 -1.21
C -1.54 0.47 0.93
H 1.47 0.82 -1.72
H -2.12 1.03 1.54
I 3.02 -0.56 0.17